Entry 1:
Formula: C10H10F5N3O4RuS2Se
Source: OMol25
Level of theory: ωB97M-V with the def2-TZVPD basis set

## Properties
Multiplicity = 6
⟨S²⟩ = 8.763
Energy relative to the best compared isomer or geometry (same formula, charge and spin) = 17.9 kJ/mol
E_HOMO (alpha / beta) = -5.120 / -5.853 eV
LUMO level (alpha / beta) = 2.45 / 1.13 eV
Net charge = -1

Positions of all 36 atoms, in Å:
Ru1 0.514 0.005 -0.391
N1 -0.915 -1.086 1.221
C1 -1.728 -0.521 2.300
C2 -2.581 0.629 1.794
C3 -1.772 1.854 1.401
N2 -1.069 1.662 0.123
H1 -1.502 -1.440 0.467
H2 -0.328 -1.848 1.535
H3 -1.054 -0.158 3.080
H4 -2.374 -1.280 2.748
H5 -3.289 0.909 2.576
H6 -3.158 0.292 0.927
H7 -1.032 2.075 2.174
H8 -2.439 2.715 1.331
H9 -0.717 2.537 -0.228
H10 -1.704 1.258 -0.571
O1 0.067 0.186 -2.555
Se1 -1.045 -1.068 -2.364
O2 -1.540 -1.740 -3.735
O3 -0.174 -2.058 -1.343
O4 -2.234 -0.421 -1.418
S1 4.391 -2.306 0.385
C4 3.005 -1.536 0.621
N3 1.977 -0.974 0.824
F1 2.051 6.698 -3.675
C5 2.084 5.579 -2.946
C6 2.926 4.545 -3.290
F2 3.715 4.672 -4.362
C7 2.953 3.391 -2.533
F3 3.788 2.429 -2.920
C8 2.160 3.214 -1.401
S2 2.336 1.772 -0.416
C9 1.326 4.283 -1.095
F4 0.524 4.237 -0.015
C10 1.278 5.443 -1.839
F5 0.457 6.442 -1.490

Just the Löwdin charges please, in e? Sure, here they are: 1.32, -0.06, -0.25, -0.20, -0.24, -0.06, 0.05, 0.08, 0.11, 0.11, 0.11, 0.11, 0.12, 0.11, 0.05, 0.04, -0.58, 0.75, -0.45, -0.55, -0.53, 0.53, -1.00, -0.16, 0.12, -0.15, -0.15, 0.11, -0.25, 0.09, -0.54, 0.59, -0.24, 0.06, -0.15, 0.11

***

Entry 2:
Formula: C10H10FO7S3
Source: OMol25
Level of theory: ωB97M-V with the def2-TZVPD basis set

## Properties
Multiplicity = 1
Energy relative to the best compared isomer or geometry (same formula, charge and spin) = 15.0 kJ/mol
E_HOMO = -3.751 eV
LUMO level = 2.70 eV
Net charge = -1

Positions of all 31 atoms, in Å:
F1 -2.320 0.446 0.414
S1 -1.061 0.513 1.447
C1 -0.401 1.995 0.830
C2 0.761 2.504 1.323
O1 -1.664 0.638 2.735
O2 -0.259 -0.637 1.123
H1 -1.042 2.415 0.052
H2 0.924 3.575 1.108
H3 1.207 2.177 2.275
C3 3.264 -0.238 0.330
O3 2.296 0.840 0.530
C4 2.364 2.147 0.182
S2 2.228 2.573 -1.531
O4 3.183 1.835 -2.331
O5 0.835 2.742 -1.904
C5 2.794 4.287 -1.407
C6 3.517 4.569 -0.263
C7 4.058 5.856 -0.069
C8 3.794 6.870 -1.012
C9 3.001 6.606 -2.131
C10 2.514 5.304 -2.345
S3 3.656 3.194 0.899
O6 3.129 3.702 2.157
O7 4.994 2.622 0.748
H4 2.802 -1.139 0.754
H5 3.467 -0.352 -0.748
H6 4.189 0.037 0.864
H7 4.651 6.068 0.823
H8 4.161 7.889 -0.840
H9 2.716 7.412 -2.819
H10 1.890 5.081 -3.212

Just the Löwdin charges please, in e? Sure, here they are: -0.24, 0.63, -0.30, -0.14, -0.31, -0.31, 0.08, 0.09, 0.11, -0.03, -0.21, -0.57, 0.73, -0.31, -0.31, -0.24, -0.24, -0.04, -0.08, -0.08, -0.03, 0.74, -0.32, -0.32, 0.09, 0.08, 0.08, 0.12, 0.10, 0.10, 0.12

***

Entry 3:
Formula: C10H10INO3
Source: OMol25
Level of theory: ωB97M-V with the def2-TZVPD basis set

## Properties
Multiplicity = 1
Energy relative to the best compared isomer or geometry (same formula, charge and spin) = 202.2 kJ/mol
E_HOMO = -8.788 eV
LUMO level = -1.05 eV
Net charge = 0

Positions of all 25 atoms, in Å:
C1 0.128 0.870 0.148
C2 -0.003 -1.481 0.215
C3 -1.233 0.895 0.410
C4 -1.340 -1.445 0.194
C5 0.782 -0.340 0.124
C6 -1.981 -0.239 0.131
C7 2.237 -0.404 -0.084
C8 3.104 -1.408 -0.092
C9 -3.885 1.102 -0.047
C10 4.921 -0.796 -0.763
N1 3.072 -2.792 0.010
O1 3.824 -3.530 -0.729
O2 2.301 -3.323 0.791
O3 -3.323 -0.165 -0.054
I1 5.556 0.819 0.348
H1 0.704 1.776 0.030
H2 0.605 -2.401 0.217
H3 -1.847 1.780 0.564
H4 -1.997 -2.410 0.161
H5 2.593 0.719 -0.189
H6 -3.727 1.588 1.028
H7 -5.022 1.068 -0.434
H8 -3.362 1.864 -0.741
H9 5.432 -1.680 -0.653
H10 4.743 -0.487 -1.809

Just the Löwdin charges please, in e? Sure, here they are: -0.02, -0.03, -0.01, -0.01, -0.23, -0.29, -0.03, -0.09, -0.14, -0.58, -0.36, 0.03, 0.07, -0.08, 0.82, 0.12, 0.11, 0.09, 0.17, 0.11, 0.13, 0.14, 0.11, -0.04, 0.03

***

Entry 4:
Formula: C10H10N2
Source: OMol25
Level of theory: ωB97M-V with the def2-TZVPD basis set

## Properties
Multiplicity = 1
SMILES string = Cn1ccnc1-c1ccccc1
Energy relative to the best compared isomer or geometry (same formula, charge and spin) = 356.7 kJ/mol
E_HOMO = -8.299 eV
LUMO level = 0.75 eV
Net charge = 0

Positions of all 22 atoms, in Å:
C1 2.353 -0.168 0.248
C2 2.165 1.200 -1.851
C3 1.053 1.666 -2.542
C4 0.220 0.622 -0.905
C5 -0.718 -0.107 0.056
C6 -1.684 0.768 0.632
C7 -2.545 0.138 1.484
C8 -2.612 -1.174 1.775
C9 -1.615 -1.978 1.234
C10 -0.620 -1.446 0.320
H1 1.804 -0.284 1.188
H2 3.242 0.413 0.436
H3 2.973 -1.063 -0.210
H4 3.327 1.234 -1.890
H5 1.028 2.082 -3.356
H6 -2.023 1.699 0.253
H7 -3.283 1.028 2.117
H8 -3.304 -1.506 2.460
H9 -1.328 -2.924 1.404
H10 0.094 -2.075 -0.071
N1 1.585 0.578 -0.793
N2 -0.113 1.296 -1.986

Just the Löwdin charges please, in e? Sure, here they are: -0.02, -0.05, -0.14, -0.27, -0.15, -0.04, -0.14, -0.10, -0.03, -0.02, 0.09, 0.06, 0.13, 0.15, 0.00, 0.10, 0.18, 0.08, 0.06, 0.09, -0.11, 0.12

***

| no. | DFT total energy (Ha) |
| --- | --- |
| 1 | -4644.27191 |
| 2 | -2208.07645 |
| 3 | -964.96893 |
| 4 | -496.46123 |